Entry from the Open Molecules 2025 dataset: a 2-piece molecular cluster, H2Se overall (ωB97M-V/def2-TZVPD).

Geometry (Å):
Se  0.681  0.026  0.010
H  -0.996  1.380  -0.005
H  0.316  -1.406  -0.005

Its total charge is 0. For the HOMO-LUMO gap (spin up / spin down), the calculation gives 8.618 / 7.313 eV. Its spin multiplicity is 3.

Entry from the Open Molecules 2025 dataset: a 15-piece molecular cluster, H30O15 overall (ωB97M-V/def2-TZVPD).

Geometry (Å):
H  -0.629  0.676  1.291
H  -0.176  -0.778  0.748
H  0.335  2.904  -0.998
H  0.513  3.618  -2.293
H  3.184  1.071  -1.556
H  2.428  2.380  -1.437
H  -2.623  -2.281  1.011
H  -4.215  -1.949  0.665
H  2.242  4.011  2.945
H  1.528  2.761  3.555
H  0.009  -3.717  3.552
H  -0.713  -4.304  4.870
H  3.062  -3.725  1.238
H  2.707  -3.441  2.735
H  -1.898  3.724  0.031
H  -0.648  4.484  0.484
H  -2.258  1.039  3.250
H  -0.773  1.400  3.217
H  -1.285  -1.887  -3.935
H  -1.607  -0.525  -4.248
H  1.465  -3.131  -2.315
H  1.394  -2.255  -1.180
H  2.380  -2.111  1.242
H  2.836  -0.556  1.567
H  -2.056  0.853  -1.195
H  -1.009  0.933  -2.324
H  -1.561  -4.093  -2.409
H  -3.065  -4.051  -2.260
H  -1.246  3.261  -2.376
H  -1.167  3.468  -3.821
O  -0.569  0.054  0.457
O  0.780  2.817  -1.813
O  3.084  1.903  -0.943
O  -3.578  -2.594  1.001
O  1.978  3.051  2.754
O  0.108  -4.031  4.509
O  3.391  -3.656  2.167
O  -1.596  4.608  0.489
O  -1.508  1.299  2.611
O  -1.551  -1.120  -3.421
O  1.860  -2.231  -2.042
O  3.128  -1.464  1.400
O  -1.849  1.243  -1.993
O  -2.251  -3.548  -2.118
O  -1.069  3.947  -3.066

Its total charge is 0. For the HOMO-LUMO gap, the calculation gives 9.446 eV.

Largest force on an atom values (in eV Å⁻¹) by entry order: 0.502; 4.133.
ΔE to the lowest compared entry with this formula, charge and spin values (in kcal/mol) by entry order: 0.0; 127.4.